Record 1
83
Properties=species:S:1:pos:R:3:mulliken_charge:R:1 method="wB97M-V/def2-TZVPD" orbital_gap_ev=5.792 total_charge=+1 fmax_ev_per_a=4.28 e_lumo_ev=-4.94 energy_ha=-2426.07258
C -3.176 -2.088 0.957 -1.009
Si -1.984 -0.613 0.745 0.338
C -2.552 0.699 2.050 -1.164
C -0.143 -1.062 0.935 -0.606
C 0.260 -1.160 2.457 -1.218
C 1.782 -0.825 2.724 1.456
F 2.071 -1.414 3.968 -0.354
F 2.605 -1.437 1.795 -0.313
C 2.043 0.738 2.778 -0.293
N 1.015 1.462 2.371 -0.287
N 1.165 2.768 2.434 -0.195
C 2.314 3.315 2.896 0.295
C 2.336 4.898 2.961 -0.463
C 1.029 5.520 3.572 -0.310
F 1.257 6.105 4.836 -0.308
C 3.534 2.628 3.334 -0.065
N 4.727 3.266 3.813 -0.345
C 3.392 1.131 3.272 0.269
C 4.513 0.160 3.713 -1.147
C 5.982 0.600 3.329 0.099
O 6.930 -0.455 3.551 -0.537
C 6.156 1.145 1.844 -0.530
N 7.155 0.289 1.149 -0.521
C -2.413 0.166 -0.950 0.410
C -3.844 0.320 -1.289 -0.070
C -4.324 0.927 -2.511 -0.881
C -3.326 1.424 -3.484 -0.162
C -1.917 1.238 -3.178 -0.371
C -1.436 0.619 -1.934 -0.445
H -4.143 -1.653 1.352 0.381
H -2.846 -2.820 1.745 0.166
H -3.447 -2.590 -0.005 0.311
H -3.317 0.253 2.733 0.295
H -3.051 1.550 1.503 0.403
H -1.665 1.136 2.576 0.217
H 0.552 -0.405 0.337 0.364
H 0.001 -2.095 0.500 0.508
H -0.336 -0.517 3.149 0.328
H 0.100 -2.219 2.806 0.527
H 0.376 3.357 2.145 0.387
H 3.240 5.244 3.528 0.294
H 2.445 5.223 1.886 0.386
H 0.203 4.777 3.697 0.259
H 0.630 6.334 2.904 0.286
H 4.521 3.582 4.765 0.315
H 5.020 4.037 3.214 0.316
H 4.345 -0.844 3.229 0.235
H 4.449 -0.006 4.818 0.479
H 6.279 1.405 4.059 0.368
H 7.059 -0.539 4.515 0.385
H 5.200 1.262 1.275 0.302
H 6.625 2.171 1.898 0.212
H 6.802 -0.038 0.248 0.233
H 7.987 0.849 0.947 0.240
H -4.588 -0.060 -0.546 0.233
H -5.401 1.072 -2.758 0.350
H -3.668 1.927 -4.428 0.379
H -1.183 1.609 -3.933 0.305
H -0.355 0.484 -1.715 0.230
C -3.263 -6.393 1.213 -0.280
C -4.016 -7.473 1.410 -0.379
C -4.612 -8.212 0.272 0.303
O -5.299 -9.195 0.450 -0.530
C -4.335 -7.703 -1.092 -0.362
C -3.582 -6.622 -1.287 -0.368
C -2.987 -5.885 -0.150 0.540
O -2.298 -4.899 -0.328 -0.522
H -2.821 -5.840 2.032 0.379
H -4.227 -7.859 2.399 0.406
H -4.778 -8.255 -1.911 0.403
H -3.371 -6.236 -2.277 0.420
C -2.247 0.472 -8.136 -0.398
C -2.869 1.218 -7.225 -0.173
C -2.451 2.614 -6.961 0.456
O -3.016 3.296 -6.128 -0.579
C -1.319 3.149 -7.750 -0.408
C -0.697 2.403 -8.661 -0.369
C -1.114 1.006 -8.925 0.346
O -0.549 0.327 -9.756 -0.532
H -2.538 -0.551 -8.341 0.413
H -3.699 0.842 -6.640 0.437
H -1.028 4.172 -7.544 0.426
H 0.134 2.778 -9.246 0.405

***

Record 2
85
Properties=species:S:1:pos:R:3:mulliken_charge:R:1 method="wB97M-V/def2-TZVPD" orbital_gap_ev=7.681 total_charge=0 fmax_ev_per_a=0.40 de_lowest_kcal_mol=0.0 e_lumo_ev=-0.18 energy_ha=-9264.26849
Pt 1.910 -0.818 0.253 2.113
O -1.110 0.268 -1.444 -0.608
C -1.380 -0.786 -0.858 -0.354
O -0.596 -1.527 -0.196 -0.545
C -2.831 -1.255 -0.908 0.170
C -3.849 -0.371 -1.248 -0.578
C -5.176 -0.782 -1.246 -0.534
C -5.505 -2.087 -0.911 -0.605
C -4.475 -2.949 -0.576 0.009
C -3.151 -2.561 -0.573 -0.190
N -4.801 -4.329 -0.173 1.053
O -5.942 -4.715 -0.326 -0.632
O -3.901 -5.015 0.280 -0.603
H -3.574 0.641 -1.515 0.532
H -5.961 -0.084 -1.505 0.406
H -6.526 -2.436 -0.898 0.485
H -2.371 -3.257 -0.310 0.652
C -1.804 2.022 5.540 -1.284
C -0.712 1.164 4.910 -0.569
C -0.657 1.280 3.389 1.239
C 0.011 2.569 2.938 -1.771
N -0.021 2.704 1.487 0.464
C 0.894 2.222 0.620 -0.309
Se 2.485 1.324 1.124 -0.263
N 0.483 2.492 -0.625 1.318
C 1.168 2.173 -1.876 -0.727
C 1.797 3.411 -2.504 -0.730
C 3.005 3.944 -1.736 -0.231
C 4.238 3.063 -1.897 -1.024
C -0.756 3.109 -0.571 0.446
C -1.626 3.517 -1.572 -0.669
C -2.820 4.083 -1.169 -0.908
C -3.142 4.231 0.188 -0.765
C -2.280 3.813 1.184 -0.957
C -1.079 3.249 0.772 0.772
H -1.785 1.961 6.629 0.411
H -2.792 1.698 5.204 0.319
H -1.694 3.075 5.273 0.287
H -0.871 0.118 5.185 0.177
H 0.263 1.434 5.328 0.370
H -1.671 1.244 2.975 0.314
H -0.094 0.453 2.954 -0.594
H 1.054 2.586 3.249 0.412
H -0.481 3.451 3.351 0.397
H 0.420 1.712 -2.517 0.280
H 1.909 1.410 -1.658 -0.178
H 1.037 4.190 -2.614 0.312
H 2.107 3.136 -3.517 0.568
H 2.753 4.035 -0.674 0.113
H 3.228 4.956 -2.082 0.383
H 4.048 2.042 -1.560 0.086
H 5.076 3.446 -1.314 0.370
H 4.548 3.025 -2.944 0.345
H -1.390 3.376 -2.617 0.455
H -3.530 4.410 -1.917 0.430
H -4.091 4.673 0.460 0.411
H -2.537 3.910 2.230 0.436
Br 6.009 -3.690 -6.752 -0.189
C 5.060 -3.115 -5.218 0.105
C 4.517 -4.061 -4.364 -0.590
C 3.822 -3.634 -3.245 -0.326
C 3.679 -2.276 -2.988 0.095
C 4.231 -1.340 -3.854 -0.330
C 4.925 -1.756 -4.977 -0.541
C 2.934 -1.833 -1.785 0.306
O 2.388 -2.648 -1.003 -0.835
O 2.852 -0.579 -1.532 -0.731
H 4.636 -5.115 -4.574 0.422
H 3.384 -4.348 -2.560 0.461
H 4.115 -0.286 -3.638 0.506
H 5.359 -1.038 -5.659 0.432
C 0.236 -4.078 1.006 -0.909
As 0.053 -2.628 2.244 1.286
C -1.760 -2.053 2.513 -1.000
C 0.524 -3.367 3.956 -1.315
O 1.193 -1.396 2.070 -0.826
H -0.710 -4.615 0.945 0.359
H 1.015 -4.741 1.381 0.435
H 0.507 -3.673 0.036 0.211
H -2.423 -2.895 2.317 0.447
H -1.985 -1.243 1.830 -0.052
H -1.866 -1.735 3.549 0.538
H -0.166 -4.169 4.221 0.413
H 0.477 -2.578 4.704 0.320
H 1.539 -3.754 3.904 0.400

***

Record 3
102
Properties=species:S:1:pos:R:3:mulliken_charge:R:1 method="wB97M-V/def2-TZVPD" orbital_gap_ev=8.337 total_charge=0 fmax_ev_per_a=1.18 e_lumo_ev=-1.14 energy_ha=-4054.09262
O -1.222 2.814 -1.501 -0.529
S -1.873 3.305 -2.664 1.162
O -1.409 2.884 -3.942 -0.627
F -3.342 2.888 -2.554 -0.134
C -1.969 5.076 -2.587 0.015
N -3.167 5.571 -2.569 -0.108
C -3.250 6.923 -2.473 0.537
C -4.526 7.552 -2.444 0.289
C -5.827 6.789 -2.550 -0.706
C -6.071 5.696 -1.518 -0.284
C -7.213 4.786 -1.968 -1.133
I -6.665 3.517 -3.603 -0.018
C -4.573 8.922 -2.334 -0.752
C -3.399 9.695 -2.243 -0.867
C -2.179 9.088 -2.293 -0.321
C -2.072 7.690 -2.414 0.135
N -0.827 7.138 -2.475 -0.528
C -0.775 5.833 -2.555 0.073
B 0.694 5.185 -2.592 0.645
O 1.498 5.209 -3.704 -0.534
O 1.191 4.677 -1.440 -0.462
H -6.627 7.513 -2.435 0.459
H -5.920 6.400 -3.562 0.327
H -5.203 5.068 -1.358 0.167
H -6.341 6.116 -0.553 0.332
H -8.049 5.396 -2.287 0.453
H -7.542 4.133 -1.173 0.479
H -5.535 9.407 -2.306 0.398
H -3.457 10.765 -2.148 0.399
H -1.278 9.676 -2.232 0.488
H 1.018 4.955 -4.501 0.274
H 2.038 4.261 -1.640 0.302
C 0.667 0.581 1.183 -0.057
C -0.729 0.703 0.616 -0.021
O -1.504 -0.070 1.548 -0.362
C -0.836 -0.100 2.721 0.673
O -1.289 -0.518 3.741 -0.582
O 0.407 0.402 2.586 -0.340
H 1.277 1.462 1.014 0.328
H 1.197 -0.290 0.813 -0.084
H -1.094 1.726 0.617 0.158
H -0.819 0.297 -0.387 0.259
C 3.845 -3.881 0.073 -0.186
C 3.745 -3.507 -1.388 -0.136
O 3.234 -2.164 -1.323 -0.332
C 3.558 -1.651 -0.114 0.613
O 3.421 -0.507 0.191 -0.570
O 4.049 -2.604 0.700 -0.240
H 4.671 -4.552 0.288 0.302
H 2.923 -4.317 0.461 0.209
H 4.718 -3.488 -1.882 0.268
H 3.073 -4.148 -1.950 0.095
C 5.680 -3.175 4.687 -0.317
C 4.462 -4.023 4.398 -0.382
O 4.850 -4.720 3.206 -0.201
C 6.203 -4.752 3.156 0.618
O 6.830 -5.394 2.377 -0.553
O 6.738 -3.954 4.107 -0.370
H 5.855 -3.021 5.748 0.315
H 5.643 -2.206 4.186 0.236
H 4.270 -4.756 5.180 0.262
H 3.562 -3.443 4.228 0.392
C -2.473 0.208 6.655 -0.050
C -3.776 -0.540 6.492 -0.290
O -4.315 -0.506 7.820 -0.349
C -3.773 0.553 8.471 0.608
O -4.138 0.952 9.527 -0.520
O -2.764 1.092 7.748 -0.345
H -2.190 0.767 5.770 0.167
H -1.649 -0.446 6.940 0.230
H -4.468 -0.034 5.817 0.271
H -3.641 -1.565 6.160 0.275
C 2.382 -8.233 4.846 -0.351
C 2.291 -7.810 3.394 -0.197
O 1.662 -6.527 3.493 -0.255
C 1.902 -6.031 4.729 0.633
O 1.684 -4.912 5.058 -0.543
O 2.457 -6.974 5.525 -0.325
H 3.259 -8.836 5.064 0.292
H 1.489 -8.762 5.186 0.285
H 3.271 -7.685 2.930 0.191
H 1.692 -8.482 2.786 0.295
C 0.501 -7.956 -1.966 -0.322
C 1.066 -7.175 -3.135 -0.314
O 2.213 -6.546 -2.552 -0.321
C 2.600 -7.279 -1.477 0.648
O 3.611 -7.115 -0.880 -0.507
O 1.670 -8.216 -1.181 -0.319
H 0.026 -8.887 -2.261 0.300
H -0.198 -7.368 -1.370 0.262
H 1.397 -7.821 -3.950 0.258
H 0.379 -6.430 -3.526 0.308
C 1.323 0.990 -6.750 -0.324
C 1.038 2.019 -5.677 -0.172
O 1.585 3.214 -6.251 -0.284
C 1.611 3.064 -7.601 0.597
O 1.846 3.933 -8.371 -0.521
O 1.327 1.783 -7.941 -0.348
H 0.563 0.215 -6.811 0.307
H 2.303 0.522 -6.634 0.245
H -0.022 2.169 -5.512 0.247
H 1.520 1.793 -4.728 0.312